# 1
The following is a DFT calculation (ωB97M-V with the def2-TZVPD basis set) of a molecular structure, C42H38N6NaO6PS2.

Geometry as XYZ:
```
96
Properties=species:S:1:pos:R:3:forces:R:3:mulliken_charge:R:1
Na -0.5051 -1.3464 -0.7387 -0.73 0.86 0.69 0.73
C -2.7047 5.5338 -3.2530 -0.02 0.10 -0.08 -0.50
C -3.2075 4.9956 -2.0791 -0.18 0.06 0.04 -0.59
C -2.6148 3.8825 -1.5190 0.13 -0.06 0.01 -0.37
C -1.5104 3.2747 -2.1135 0.13 0.07 -0.01 0.36
C -0.9995 3.8372 -3.2793 0.01 -0.03 0.07 -0.13
C -1.5925 4.9535 -3.8403 -0.08 0.22 -0.18 -0.75
P -0.9520 1.7119 -1.3109 -0.56 0.32 -0.39 0.93
C 0.4859 1.3627 -2.3786 0.11 0.24 0.06 0.24
C 1.5620 2.2442 -2.3043 0.05 -0.07 0.07 -0.43
C 2.7282 1.9921 -2.9979 0.19 0.16 0.01 -0.94
C 2.8328 0.8545 -3.7837 0.13 -0.11 -0.10 -0.85
C 1.7647 -0.0238 -3.8675 0.22 -0.07 -0.13 -0.64
C 0.5965 0.2274 -3.1689 -0.10 0.18 0.05 -0.46
C -2.2333 0.6217 -2.0024 -0.27 0.05 -0.22 0.91
C -2.7259 0.7832 -3.2969 0.08 0.16 -0.28 -0.51
C -3.6899 -0.0903 -3.7520 -0.02 0.24 -0.48 -0.67
C -4.1634 -1.0966 -2.9225 -0.24 -0.35 0.29 -0.70
C -3.6477 -1.2486 -1.6476 -0.49 0.22 -0.73 -0.75
C -2.6717 -0.3892 -1.1640 0.47 0.14 1.60 -0.41
H -3.1893 6.3852 -3.7146 0.03 0.06 0.01 0.34
H -4.0781 5.4328 -1.6098 -0.09 0.06 0.03 0.39
H -3.0204 3.4357 -0.6211 -0.09 0.01 0.11 0.32
H -0.1491 3.3870 -3.7725 0.00 -0.03 -0.01 0.27
H -1.1973 5.3609 -4.7620 0.03 0.04 -0.07 0.38
H 1.4723 3.1355 -1.6920 0.03 0.04 0.03 0.73
H 3.5645 2.6783 -2.9292 0.03 0.06 0.00 0.39
H 3.7496 0.6607 -4.3262 0.01 -0.07 -0.03 0.36
H 1.8355 -0.9111 -4.4788 0.01 -0.14 -0.08 0.48
H -0.2290 -0.4640 -3.2352 -0.15 -0.12 -0.10 0.56
H -2.3471 1.5749 -3.9369 -0.08 -0.03 -0.15 0.37
H -4.0643 -0.0012 -4.7649 -0.05 0.04 -0.07 0.32
H -4.9358 -1.7694 -3.2788 -0.07 -0.08 -0.14 0.33
H -4.0154 -2.0482 -1.0204 -0.07 -0.27 0.08 0.29
O 3.0099 -4.6187 -4.0781 -0.82 0.28 0.61 -0.74
C 2.0897 -4.2172 -3.3608 1.20 -0.46 -0.80 0.30
C 2.0744 -4.1991 -1.8771 0.40 -0.36 0.74 0.29
O 2.9233 -4.7189 -1.1282 -0.39 0.24 -0.31 -0.87
C 0.8889 -3.4649 -1.4866 0.16 -0.09 0.26 1.80
C 0.1068 -3.1364 -2.6387 -0.90 0.60 0.01 0.42
O -0.9567 -2.4766 -2.5850 0.60 -0.70 -0.57 -0.63
C 0.8108 -3.6167 -3.8343 -0.43 0.16 -1.49 0.05
O 0.4514 -3.5017 -5.0091 0.35 -0.12 0.99 -0.76
O 0.5343 -3.1081 -0.3008 0.70 -0.96 -0.03 -1.41
C 4.5638 -0.0542 1.1205 0.00 0.08 0.04 -1.25
N 3.3835 -0.2440 0.3147 0.20 -0.12 0.06 0.32
C 3.3512 -1.4616 -0.4691 -0.14 -0.14 -0.37 -0.47
C 2.2331 0.4697 0.4315 0.05 -0.01 0.13 -0.52
O 1.1625 0.0570 0.0077 0.29 -0.04 0.33 0.29
N 2.3357 1.6759 1.1281 -0.11 0.12 -0.04 0.28
C 3.3150 2.6783 0.7589 0.05 -0.06 0.02 -1.18
C 1.0713 2.2671 1.5170 -0.12 -0.01 0.03 -0.82
H 4.8543 -1.0159 1.5547 0.01 0.07 -0.02 0.39
H 4.3668 0.6419 1.9319 0.03 0.04 -0.01 0.38
H 5.4050 0.3127 0.5195 0.03 0.01 0.09 0.33
H 3.9518 -2.2340 0.0046 0.03 -0.03 0.04 0.49
H 3.7236 -1.2917 -1.4814 0.06 -0.02 -0.06 0.26
H 2.3303 -1.8212 -0.5237 0.10 -0.03 0.03 -0.40
H 4.1434 2.2417 0.2104 0.04 -0.02 -0.03 0.37
H 3.6980 3.1658 1.6621 0.06 0.04 -0.07 0.25
H 2.8569 3.4461 0.1212 0.04 -0.04 0.04 0.38
H 0.3590 1.4696 1.7028 -0.08 0.13 0.02 0.05
H 0.6588 2.9042 0.7254 0.01 -0.04 0.09 0.32
H 1.2182 2.8649 2.4197 0.03 0.02 0.06 0.37
S -2.3762 1.0578 6.1577 0.03 -0.16 -0.24 -0.19
C -2.0547 0.5072 4.4735 0.06 0.11 0.06 0.34
C -2.7137 1.0962 3.4036 0.09 -0.16 0.32 -0.86
C -2.3553 0.6947 2.1256 -0.22 0.12 -0.22 -0.31
N -1.4205 -0.2040 1.8762 0.26 -0.14 -0.03 0.54
C -0.8081 -0.7679 2.9024 0.01 -0.05 0.14 -0.37
C -1.0860 -0.4539 4.2241 -0.16 0.04 0.15 -0.93
C -0.9149 2.0616 6.3122 0.35 0.29 0.05 0.38
C -0.9362 3.4089 5.9389 -0.21 -0.72 0.19 -0.19
C 0.2229 4.1405 6.0623 0.60 0.29 0.11 -0.41
N 1.3788 3.6491 6.5174 -0.27 -0.17 -0.05 -0.63
C 1.3844 2.3588 6.8608 0.47 0.46 0.04 -0.43
C 0.2880 1.5295 6.7871 -0.77 0.11 -0.18 -0.14
H -3.4806 1.8382 3.5714 -0.02 0.08 -0.05 0.48
H -2.8316 1.1136 1.2513 -0.11 -0.02 -0.25 0.22
H -0.0570 -1.5007 2.6491 0.18 -0.18 0.03 0.54
H -0.5679 -0.9398 5.0380 0.05 -0.05 0.02 0.37
H -1.8447 3.8561 5.5653 -0.05 0.02 -0.05 0.37
H 0.2460 5.1894 5.7889 -0.07 0.02 -0.05 0.37
H 2.3360 1.9849 7.2215 -0.01 -0.09 0.01 0.37
H 0.3485 0.4948 7.0882 0.01 -0.06 0.00 0.39
S -3.1222 -3.9810 1.3636 -0.26 0.68 0.16 -0.38
C -2.2151 -5.2977 0.9745 0.11 0.64 -0.04 0.21
N -1.0043 -5.1337 0.3303 -0.20 -0.41 0.16 0.24
C -0.2185 -6.1660 0.0262 0.01 -0.30 0.06 0.40
C -0.6159 -7.4423 0.3404 -0.02 0.03 0.02 -0.97
C -1.8601 -7.5600 0.9865 0.35 0.15 -0.17 0.02
N -2.6206 -6.5472 1.2905 -0.28 -0.80 0.15 -0.61
H -0.6424 -4.1728 0.1243 0.05 -0.04 0.02 -0.25
H 0.7244 -5.9336 -0.4501 0.11 0.09 0.01 0.31
H -0.0019 -8.2998 0.1250 0.07 -0.03 -0.08 0.42
H -2.2432 -8.5322 1.2779 0.04 -0.16 -0.02 0.39
```
Forces are in eV/Å.

Strongest force on any atom = 1.68 eV/Å
Molar mass = 840.90 g mol⁻¹
Frontier orbital gap = 4.31 eV
Energy = -3703.333832 Eh
HOMO = -0.97 eV
Total charge = -2

# 2
The following is a DFT calculation (ωB97M-V with the def2-TZVPD basis set) of a molecular structure, C42H39AsN3O3PS4SbTi.

Geometry as XYZ:
```
95
Properties=species:S:1:pos:R:3:forces:R:3:mulliken_spin:R:1
Ti 0.3069 -0.6391 -0.0195 -0.63 -0.36 0.25 1.12
C -2.1927 6.2100 -0.2443 0.03 0.00 0.01 0.00
C -1.3222 5.8880 0.7900 0.02 -0.02 -0.01 0.00
C -0.3946 4.8702 0.6231 -0.08 -0.01 -0.02 0.00
C -0.2986 4.1795 -0.5881 -0.11 0.12 -0.01 0.00
C -1.1883 4.4999 -1.6101 0.01 -0.03 -0.01 0.00
C -2.1293 5.5063 -1.4380 -0.02 0.00 0.00 0.00
P 0.9500 2.8471 -0.6472 -0.04 -0.17 0.22 0.01
C 2.4559 3.7827 -1.1131 0.09 0.09 -0.11 0.00
C 3.5841 3.0197 -1.4393 0.04 0.08 0.04 0.00
C 4.8068 3.6227 -1.6863 -0.04 -0.05 0.03 0.00
C 4.9364 5.0053 -1.6026 -0.01 0.01 0.00 0.00
C 3.8274 5.7729 -1.2795 -0.03 -0.03 -0.01 0.00
C 2.5963 5.1680 -1.0408 0.07 -0.04 0.00 0.00
C 0.6124 1.8909 -2.1581 0.04 -0.02 0.00 -0.06
C 0.7177 2.4746 -3.4311 0.01 -0.08 0.03 -0.01
C 0.4490 1.7305 -4.5632 -0.01 -0.06 0.04 0.01
C 0.0748 0.3934 -4.4107 0.02 0.05 -0.02 -0.01
C -0.0025 -0.1741 -3.1513 -0.02 0.10 0.09 0.02
C 0.2734 0.5385 -1.9602 0.01 -0.10 -0.08 0.01
H -2.9357 6.9875 -0.1089 0.00 0.00 0.00 0.00
H -1.3880 6.4035 1.7411 -0.01 0.00 -0.02 0.00
H 0.2318 4.5672 1.4541 0.01 0.00 0.00 0.00
H -1.1677 3.9397 -2.5361 -0.01 0.00 0.03 0.00
H -2.8301 5.7233 -2.2358 0.01 0.01 0.01 0.00
H 3.4928 1.9389 -1.4839 -0.01 0.01 -0.01 0.00
H 5.6667 3.0092 -1.9308 -0.01 0.02 -0.01 0.00
H 5.8952 5.4763 -1.7855 -0.01 0.00 0.00 0.00
H 3.9132 6.8520 -1.2149 0.01 -0.01 0.00 0.00
H 1.7380 5.7810 -0.7926 0.01 -0.01 0.00 0.00
H 1.0247 3.5126 -3.5247 -0.01 0.00 0.00 0.00
H 0.5286 2.1778 -5.5485 -0.01 -0.02 0.01 0.00
H -0.1497 -0.2099 -5.2856 0.01 0.02 -0.01 0.00
H -0.2936 -1.2174 -3.0809 0.01 -0.02 0.00 0.01
S -1.6268 -5.4194 1.2785 -0.07 0.01 0.00 0.01
Sb -1.5698 -3.1392 1.3895 0.35 -0.26 0.09 0.00
S 0.8017 -2.6258 1.6454 -0.27 0.23 -0.19 -0.02
S -1.5891 -2.2499 -0.8118 0.12 0.24 -0.09 -0.02
S -2.8570 -2.0666 2.9254 -0.06 0.05 -0.01 0.00
N -3.0586 1.2172 -1.0159 0.04 -0.01 0.07 0.00
C -3.5956 0.7688 0.2782 -0.03 0.05 -0.09 0.00
C -3.0049 1.5438 1.4392 0.02 -0.08 0.23 0.00
C -1.5016 1.4148 1.6139 -0.14 0.00 -0.33 0.00
O -0.8743 2.2061 2.3040 0.05 0.01 0.16 0.00
O -0.9775 0.3949 1.0081 0.49 -0.02 -0.21 -0.05
H -3.4559 0.6295 -1.7418 -0.04 0.01 -0.01 0.00
H -2.0697 0.9705 -1.0369 -0.06 0.07 -0.01 0.01
H -3.4329 -0.2957 0.4586 0.04 -0.06 -0.01 0.00
H -4.6770 0.9411 0.2772 -0.01 -0.01 -0.03 0.00
H -3.4060 1.1116 2.3634 -0.08 0.07 0.01 0.00
H -3.2651 2.6045 1.4197 0.06 0.01 -0.06 0.00
N 1.3272 -3.2319 -1.5692 0.04 0.02 0.02 0.00
C 2.3531 -4.0036 -1.9441 -0.07 -0.04 0.01 0.00
C 3.4874 -3.2165 -1.9050 0.10 0.00 -0.01 0.00
C 3.0291 -1.9631 -1.4701 0.00 -0.02 0.00 0.00
N 1.7226 -1.9981 -1.2669 -0.13 0.17 0.11 -0.01
H 0.3408 -3.4418 -1.3745 -0.04 -0.05 -0.03 0.00
H 2.2025 -5.0401 -2.1956 0.02 0.03 0.00 0.00
H 4.4965 -3.5106 -2.1414 -0.04 0.02 0.01 0.00
H 3.5686 -1.0515 -1.2709 0.03 -0.01 -0.02 0.00
O 1.9272 0.1138 0.9303 0.06 -0.21 0.09 -0.01
As 2.4832 -0.5153 2.3983 0.46 0.58 -0.16 0.00
C 3.9186 -1.7865 2.1207 -0.11 -0.09 0.07 0.00
C 3.8224 -3.1365 2.4377 0.08 -0.03 -0.01 0.00
C 4.8798 -3.9889 2.1478 -0.07 0.01 0.03 0.00
C 6.0193 -3.5037 1.5232 0.03 -0.03 0.00 0.00
C 6.1098 -2.1591 1.1963 -0.01 0.07 -0.01 0.00
C 5.0633 -1.2990 1.5021 0.09 -0.03 -0.04 0.00
C 1.5648 -0.7496 4.0674 -0.19 -0.04 -0.11 0.00
C 0.3803 -0.0573 4.2697 -0.01 -0.05 0.05 0.00
C -0.2904 -0.2217 5.4725 -0.01 0.01 -0.01 0.00
C 0.2263 -1.0490 6.4600 0.00 0.01 -0.01 0.00
C 1.4243 -1.7190 6.2507 -0.01 0.00 -0.02 0.00
C 2.0993 -1.5763 5.0460 -0.01 0.03 0.09 0.00
C 3.5398 1.0715 2.8959 0.04 -0.13 0.09 0.00
C 3.3341 2.2645 2.2154 0.07 0.01 0.08 0.00
C 4.0720 3.3957 2.5481 -0.01 0.02 -0.01 0.00
C 5.0099 3.3427 3.5691 -0.02 0.00 0.00 0.00
C 5.2031 2.1566 4.2689 -0.03 -0.03 -0.02 0.00
C 4.4664 1.0286 3.9342 0.04 0.00 0.02 0.00
H 2.9080 -3.5241 2.8650 -0.01 -0.01 0.02 0.00
H 4.7941 -5.0411 2.3897 0.01 0.01 -0.01 0.00
H 6.8334 -4.1771 1.2815 0.00 0.01 0.00 0.00
H 6.9925 -1.7741 0.6999 0.00 -0.01 0.00 0.00
H 5.1400 -0.2485 1.2505 -0.02 0.04 0.00 0.00
H -0.0283 0.5865 3.4992 0.02 0.00 0.01 0.00
H -1.2363 0.2839 5.6180 0.01 -0.01 0.00 0.00
H -0.3150 -1.1866 7.3886 0.01 0.00 -0.01 0.00
H 1.8256 -2.3732 7.0159 -0.01 0.01 -0.01 0.00
H 3.0193 -2.1222 4.8788 0.02 0.00 -0.03 0.00
H 2.5874 2.2988 1.4361 -0.06 0.00 -0.11 0.00
H 3.9091 4.3156 1.9965 0.01 -0.01 0.02 0.00
H 5.5867 4.2244 3.8260 -0.01 -0.02 -0.01 0.00
H 5.9275 2.1095 5.0740 -0.01 0.01 0.00 0.00
H 4.6237 0.1085 4.4883 -0.01 -0.01 -0.01 0.00
```
Forces are in eV/Å.

Spin multiplicity = 2
Strongest force on any atom = 0.76 eV/Å
Molar mass = 1037.58 g mol⁻¹
⟨S²⟩ = 0.7535
Frontier orbital gap (spin up / spin down) = 5.96 / 5.96 eV
Energy = -7273.701374 Eh
HOMO (spin up / spin down) = -2.04 / -2.04 eV
Total charge = -2